Entry 1:
{"formula": "H26O13", "method": "wB97M-V/def2-TZVPD", "homo_lumo_gap_ev": 7.39, "e_above_lowest_kcal_mol": 325.5, "total_energy_ev": -27027.832, "homo_ev": -7.7, "e_lumo_ev": -0.3, "species": ["O", "O", "H", "O", "H", "H", "H", "H", "H", "H", "H", "H", "H", "O", "H", "H", "H", "H", "H", "O", "H", "H", "H", "H", "H", "H", "H", "O", "H", "O", "O", "H", "O", "O", "O", "H", "H", "O", "O"], "coordinates": [[3.700, 1.405, -0.334], [-0.647, -4.059, 3.391], [-1.633, -1.280, -1.211], [-1.085, -0.618, 0.149], [-3.240, -1.926, 1.274], [-0.713, -2.302, 4.347], [3.399, -1.254, 2.255], [-0.848, -0.594, -2.317], [4.375, 0.739, -0.160], [-4.363, -2.635, 0.535], [0.495, 0.095, -1.740], [-1.403, 1.160, -2.340], [-1.274, -3.859, 4.095], [-0.644, 4.306, 2.569], [-0.477, 0.819, -4.866], [-2.473, 1.153, -3.420], [2.991, 1.186, 0.282], [-0.160, -0.356, 0.222], [-3.069, 3.940, -0.578], [1.141, -0.436, -1.261], [-0.369, 3.382, 2.566], [-0.042, 0.678, -3.416], [4.695, -0.615, 1.786], [-1.210, -1.240, 0.875], [0.383, -2.149, 3.305], [4.098, 0.590, -2.153], [1.902, -0.467, -1.851], [-4.075, -2.385, 1.420], [-4.175, 2.901, -0.651], [3.439, 1.252, -1.912], [-1.039, -1.463, -1.948], [0.167, 4.791, 2.760], [0.246, 1.031, -4.265], [4.350, -1.266, 2.408], [-3.230, 2.994, -0.489], [2.891, 1.335, -2.701], [0.174, -4.253, 3.855], [-1.602, 1.511, -3.215], [-0.571, -2.252, 3.395]], "atomic_forces_ev_per_a": [[3.023, 1.142, 14.813], [-0.466, -9.960, 0.536], [0.363, 0.004, -0.268], [-0.523, 0.847, 2.818], [-0.160, -0.020, 0.117], [0.211, 0.878, -0.298], [0.104, -0.015, 0.007], [-0.572, -0.820, -0.164], [0.174, 0.105, 0.652], [-0.014, -0.027, 0.094], [0.633, -0.146, 0.357], [-0.700, 0.567, 0.421], [-0.006, -0.936, -0.495], [0.202, -0.049, 0.033], [0.236, 0.090, 0.319], [-0.240, 0.073, 0.283], [-0.157, -0.069, 0.567], [0.115, -0.230, -0.250], [0.090, -0.083, 0.045], [0.732, 0.497, 0.146], [-0.124, 0.057, -0.031], [0.307, 0.284, -1.266], [0.021, 0.007, 0.139], [0.115, 0.125, 0.274], [-0.205, 0.237, -0.025], [-0.013, 0.023, -0.566], [0.131, 0.200, 0.152], [0.093, 0.047, -0.170], [0.090, -0.031, 0.057], [-2.624, -1.216, -13.574], [-0.951, -0.947, -2.590], [-0.097, 0.010, -0.021], [2.735, -0.957, -1.081], [-0.132, 0.034, -0.115], [-0.154, 0.055, -0.084], [-0.244, 0.045, -2.161], [-0.179, -0.558, -0.054], [-2.441, 0.366, 1.188], [0.627, 10.369, 0.196]]}



Entry 2:
{"formula": "C4H12NO3", "method": "wB97M-V/def2-TZVPD", "homo_lumo_gap_ev": 11.67, "e_above_lowest_kcal_mol": 61.7, "total_energy_ev": -11966.921, "homo_ev": -14.8, "e_lumo_ev": -3.2, "charge": 1, "species": ["H", "O", "C", "H", "C", "H", "C", "H", "H", "O", "H", "C", "H", "N", "H", "H", "H", "H", "H", "O"], "coordinates": [[-0.881, -2.219, -0.581], [0.879, 1.141, -1.019], [-0.606, 2.766, 0.518], [2.634, 0.354, -2.152], [0.783, 0.808, 0.203], [-1.621, -3.280, 0.586], [1.504, 0.368, -2.108], [-1.811, -0.967, 1.211], [1.086, 0.633, -3.081], [0.128, 1.588, 1.015], [-0.166, 3.748, 0.941], [-0.865, -2.600, 0.331], [-0.025, -0.983, 1.135], [-0.931, -1.386, 1.210], [1.132, -0.563, -1.959], [-0.771, -1.549, 2.232], [-1.528, 2.691, 1.034], [0.213, -3.015, 0.347], [-0.466, 2.746, -0.509], [1.315, -0.284, 0.644]], "atomic_forces_ev_per_a": [[-0.901, 1.379, -4.283], [0.134, 2.089, -2.625], [2.195, 1.333, 2.634], [-1.422, 0.436, 0.594], [2.660, -3.953, 1.805], [-0.808, -1.030, 0.070], [1.212, 1.210, 0.039], [-1.351, 1.745, -0.705], [0.028, 0.978, 0.491], [-0.095, 0.315, 0.192], [-0.112, -1.808, -0.639], [3.189, -0.754, 3.491], [1.897, 2.804, -1.436], [0.261, -3.829, 3.047], [-0.502, -3.204, 0.513], [-0.675, -0.943, -0.586], [-1.336, -0.176, -0.482], [-1.867, 0.348, 0.674], [-0.852, 0.293, -1.886], [-1.656, 2.767, -0.908]]}



Entry 3:
{"formula": "C21H23BiCl3N3O2S2Si", "method": "wB97M-V/def2-TZVPD", "homo_lumo_gap_ev": 5.97, "e_above_lowest_kcal_mol": 31.4, "total_energy_ev": -103670.700, "homo_ev": -7.0, "e_lumo_ev": -1.0, "species": ["C", "H", "H", "C", "H", "N", "C", "H", "C", "H", "H", "O", "H", "C", "H", "Cl", "C", "H", "H", "C", "O", "C", "H", "Si", "H", "S", "H", "C", "H", "C", "C", "H", "C", "N", "C", "N", "H", "S", "Cl", "H", "C", "H", "H", "C", "C", "C", "H", "C", "C", "H", "Bi", "C", "C", "H", "H", "Cl"], "coordinates": [[-0.350, -1.428, -2.655], [0.450, 3.271, -1.037], [3.340, -0.169, 1.820], [2.369, 3.352, 2.801], [-1.761, 1.878, -4.839], [0.616, 1.532, 1.718], [-0.907, -0.607, -5.518], [-1.037, -2.626, 0.318], [-0.040, -0.059, -4.659], [-1.229, -1.833, 7.763], [0.657, 4.688, 2.854], [-2.174, 0.607, -1.834], [-0.633, -2.208, -3.362], [0.202, 2.768, 2.068], [3.811, 1.780, 2.645], [-0.501, -0.845, -7.197], [1.873, 1.173, 1.937], [0.967, 0.208, -4.945], [3.609, -2.309, 1.723], [1.035, 3.712, 2.594], [-1.230, -0.711, 6.108], [-2.768, -0.707, -3.956], [-0.947, -1.574, -1.752], [-0.431, 1.060, -1.689], [0.700, -1.556, -2.395], [-1.497, 0.937, 4.202], [0.392, -1.632, 7.024], [2.076, -3.643, 1.067], [0.287, -4.700, 0.428], [-0.668, -1.800, 6.833], [2.590, -2.416, 1.382], [-0.105, 3.282, -2.705], [0.005, -2.605, 0.608], [0.514, -1.385, 0.890], [-2.235, -1.106, -5.114], [2.354, -0.078, 1.633], [3.070, 4.060, 3.220], [0.557, -1.274, 4.256], [-4.280, -1.287, -3.363], [-0.783, -2.732, 6.279], [-2.041, 0.399, -3.239], [-3.433, 1.654, -4.323], [-2.744, -1.803, -5.763], [2.788, 2.088, 2.481], [-0.549, -0.004, -3.259], [-0.344, 2.932, -1.699], [2.698, -4.524, 1.144], [1.773, -1.277, 1.300], [0.740, -3.752, 0.671], [-2.322, 2.547, -3.298], [-1.039, 0.262, 0.817], [-2.401, 1.704, -3.976], [-0.734, -0.396, 4.907], [-0.848, 2.979, 1.906], [-1.289, 3.387, -1.399], [1.844, 0.784, -1.417]], "atomic_forces_ev_per_a": [[0.043, -0.010, -0.046], [0.030, 0.007, 0.037], [-0.105, 0.018, 0.007], [-0.054, 0.030, -0.015], [-0.028, -0.031, -0.032], [0.037, -0.061, 0.157], [0.001, -0.018, -0.036], [-0.051, -0.013, 0.026], [-0.037, -0.060, -0.020], [0.008, -0.021, 0.022], [-0.001, 0.023, -0.006], [-0.101, -0.085, 0.033], [-0.016, -0.011, -0.020], [0.007, -0.012, -0.021], [0.019, -0.012, 0.024], [0.007, 0.005, 0.015], [0.097, 0.118, 0.019], [0.050, 0.022, -0.024], [0.040, 0.003, 0.000], [0.052, -0.083, -0.013], [-0.049, -0.017, 0.025], [-0.031, -0.019, 0.010], [-0.026, 0.010, 0.009], [0.454, 0.241, 0.076], [0.038, -0.017, 0.004], [-0.192, 0.118, -0.070], [-0.036, -0.013, 0.005], [-0.015, -0.028, 0.004], [-0.006, -0.031, -0.002], [0.016, -0.058, 0.051], [-0.075, 0.031, -0.007], [0.039, 0.047, -0.023], [0.063, 0.004, 0.015], [-0.062, -0.063, -0.014], [0.034, -0.006, -0.038], [0.159, -0.118, -0.009], [0.015, 0.020, 0.020], [-0.075, 0.012, -0.111], [0.030, 0.022, -0.009], [0.013, 0.011, 0.024], [-0.049, -0.123, 0.049], [-0.026, 0.037, 0.039], [-0.009, -0.018, -0.023], [-0.059, -0.043, -0.031], [-0.163, 0.011, 0.076], [-0.062, -0.004, -0.053], [0.015, -0.020, -0.004], [0.154, 0.033, -0.050], [0.021, 0.056, -0.005], [0.048, 0.050, 0.004], [-0.086, -0.160, 0.090], [-0.014, 0.062, -0.030], [0.164, 0.145, -0.138], [-0.006, 0.010, 0.009], [-0.064, 0.000, -0.004], [-0.155, 0.011, 0.005]]}